Record 1
The following is a quantum chemistry calculation of 12 unconnected molecules or ions with the total composition C32H65N5O7S7, from OMol25.

Values from the calculation:
Highest occupied orbital energy (spin up / spin down), eV: -9.2 / -9.2
Maximum force, eV/A: 3.60
⟨S²⟩: 0.764
Kohn-Sham gap (spin up / spin down), eV: 6.35 / 2.69

The geometry in ORCA input format:
```
! RIJCOSX wB97M-V def2-TZVPD def2/J DEFGRID3
* xyz 1 2
C -24.830 -8.122 11.195
S -24.268 -8.176 9.450
O -23.309 -9.373 9.330
C -25.879 -8.772 8.719
H -23.872 -8.146 11.714
H -25.356 -8.959 11.654
H -25.250 -7.145 11.435
H -25.692 -9.032 7.677
H -26.643 -7.996 8.722
H -26.256 -9.667 9.215
C -22.955 -6.196 14.110
S -22.432 -7.565 15.260
O -20.979 -7.953 15.062
C -22.366 -6.537 16.788
H -22.216 -5.406 13.976
H -23.844 -5.742 14.548
H -23.083 -6.686 13.145
H -21.662 -6.858 17.556
H -23.232 -6.454 17.445
H -22.000 -5.520 16.648
C -20.196 -11.757 14.519
S -21.204 -12.202 13.027
O -22.195 -13.288 13.527
C -21.977 -10.482 12.860
H -19.599 -12.596 14.876
H -20.694 -11.313 15.381
H -19.424 -11.004 14.366
H -22.849 -10.388 13.507
H -22.353 -10.564 11.840
H -21.197 -9.733 12.996
C -20.494 -12.225 9.268
S -21.568 -11.696 7.843
O -20.775 -11.922 6.563
C -22.747 -13.093 8.079
H -20.974 -12.151 10.244
H -19.554 -11.701 9.096
H -20.484 -13.313 9.210
H -22.279 -14.024 7.760
H -23.672 -12.976 7.516
H -22.897 -13.264 9.145
C -18.581 -15.458 16.610
S -18.021 -13.870 17.388
O -17.504 -12.993 16.200
C -16.623 -14.622 18.361
H -17.950 -15.589 15.730
H -19.606 -15.376 16.248
H -18.292 -16.302 17.236
H -16.952 -15.529 18.867
H -16.316 -13.913 19.131
H -15.804 -15.041 17.778
C -20.642 -8.184 10.555
S -18.963 -8.750 9.930
O -19.080 -9.300 8.508
C -18.585 -6.944 9.597
H -21.241 -9.078 10.729
H -21.197 -7.390 10.055
H -20.408 -7.594 11.441
H -18.509 -6.372 10.522
H -19.496 -6.541 9.153
H -17.769 -6.891 8.877
C -18.793 -15.627 13.266
S -18.770 -15.562 11.441
O -18.952 -14.100 10.983
C -17.066 -16.198 11.119
H -18.784 -16.698 13.465
H -19.681 -15.148 13.680
H -17.849 -15.224 13.630
H -17.045 -16.216 10.030
H -16.764 -17.161 11.530
H -16.277 -15.483 11.351
C -16.285 -10.494 14.280
C -15.161 -9.654 14.794
N -14.268 -9.042 15.246
H -17.161 -9.941 13.941
H -16.665 -11.143 15.069
H -15.926 -11.311 13.654
N -18.886 -8.419 18.987
C -17.749 -8.936 19.435
C -17.360 -9.867 18.531
C -18.257 -9.910 17.476
C -19.243 -9.010 17.745
H -19.347 -7.616 19.392
H -17.253 -8.398 20.230
H -16.394 -10.350 18.550
H -18.157 -10.590 16.643
H -20.105 -8.715 17.166
N -24.559 -13.261 11.760
C -24.704 -14.506 11.287
C -26.051 -14.784 11.113
C -26.744 -13.661 11.576
C -25.799 -12.668 11.902
H -23.728 -12.759 12.037
H -23.766 -14.967 11.014
H -26.481 -15.760 10.941
H -27.818 -13.562 11.639
H -25.966 -11.665 12.266
N -20.727 -11.617 18.879
C -21.306 -12.518 18.032
C -22.620 -12.719 18.471
C -22.907 -11.858 19.582
C -21.667 -11.366 19.861
H -19.801 -11.239 18.736
H -20.803 -12.942 17.176
H -23.266 -13.388 17.921
H -23.758 -11.756 20.239
H -21.221 -10.715 20.598
N -23.619 -15.167 15.285
C -22.554 -15.233 16.032
C -22.693 -16.176 17.128
C -23.878 -16.814 16.947
C -24.430 -16.223 15.771
H -23.763 -14.574 14.479
H -21.795 -14.471 15.938
H -21.993 -16.416 17.914
H -24.318 -17.653 17.465
H -25.319 -16.380 15.178
*
```

Löwdin population analysis, charges in e, atoms 1 to 8:
1. C -0.267
2. S 0.873
3. O -0.596
4. C -0.236
5. H 0.000
6. H 0.052
7. H 0.053
8. H 0.049

=====

Record 2
The following is a quantum chemistry calculation of 3 unconnected molecules or ions with the total composition C32H70B2N4O7S2, from OMol25.

Values from the calculation:
SMILES string: CCCCCCCCN(CCCCCCCC)C(=S)SCCC[C@]1(B(N)O)C(=O)NC[C@H]1B(N)O.COCCOC.COCCOC
Highest occupied orbital energy, eV: -8.3
Maximum force, eV/A: 7.75
Kohn-Sham gap, eV: 8.05

The geometry in ORCA input format:
```
! RIJCOSX wB97M-V def2-TZVPD def2/J DEFGRID3
* xyz 0 1
C -1.735 -0.442 3.116
C -0.169 -0.313 3.602
C 0.620 -1.787 3.626
C 0.907 -2.345 2.076
C -0.337 -3.296 1.584
C 0.062 -4.431 0.467
C -1.333 -5.230 0.083
C -1.562 -5.449 -1.528
N -2.483 -4.409 -2.161
C -3.946 -4.719 -1.913
C -4.923 -3.364 -2.000
C -6.469 -3.879 -1.839
C -7.587 -2.706 -1.618
C -7.004 -1.182 -1.495
C -8.164 -0.319 -0.653
C -8.092 1.297 -0.920
C -8.776 2.012 0.427
C -2.169 -4.179 -3.622
S -3.225 -4.513 -4.936
S -0.488 -3.422 -4.123
C -0.972 -1.853 -5.026
C 0.240 -0.757 -5.209
C -0.152 0.673 -4.510
C -0.109 0.682 -2.871
B 0.631 -0.535 -2.050
N -0.070 -1.557 -1.149
O 2.114 -0.715 -2.190
C -1.617 0.682 -2.149
O -2.798 0.288 -2.632
N -1.357 1.283 -0.785
C -0.051 2.044 -0.668
C 0.384 2.150 -2.267
B 1.889 2.702 -2.638
N 2.136 3.482 -3.952
O 3.047 2.504 -1.720
H -2.331 -1.235 3.758
H -1.810 -0.679 1.972
H -2.286 0.590 3.283
H 0.367 0.428 2.841
H -0.185 0.203 4.661
H 1.631 -1.587 4.220
H 0.014 -2.562 4.276
H 0.995 -1.372 1.415
H 1.957 -2.867 2.069
H -0.803 -3.870 2.514
H -1.223 -2.650 1.126
H 0.655 -4.029 -0.459
H 0.790 -5.199 1.018
H -1.447 -6.241 0.686
H -2.222 -4.523 0.449
H -2.107 -6.490 -1.656
H -0.533 -5.557 -2.106
H -4.368 -5.625 -2.527
H -4.017 -5.051 -0.768
H -4.645 -2.746 -1.018
H -4.708 -2.714 -2.952
H -6.525 -4.586 -0.887
H -6.775 -4.545 -2.768
H -8.266 -2.884 -0.653
H -8.350 -2.732 -2.536
H -6.960 -0.676 -2.562
H -6.024 -1.066 -0.867
H -9.239 -0.789 -0.761
H -7.867 -0.476 0.492
H -6.988 1.710 -0.963
H -8.724 1.633 -1.872
H -8.277 3.068 0.637
H -8.610 1.359 1.409
H -9.959 2.104 0.319
H -1.843 -1.348 -4.426
H -1.433 -2.189 -6.065
H 0.310 -0.542 -6.382
H 1.312 -1.168 -4.913
H 0.473 1.534 -5.024
H -1.287 0.890 -4.812
H -0.401 -1.127 -0.256
H -0.900 -1.982 -1.618
H 2.306 -1.653 -1.845
H -2.181 1.651 -0.250
H -0.424 3.119 -0.324
H 0.774 1.600 0.071
H -0.404 2.876 -2.778
H 2.494 4.437 -3.666
H 1.234 3.591 -4.473
H 3.852 2.827 -2.224
C 3.982 1.758 4.070
O 3.953 0.436 3.541
C 4.763 0.304 2.369
C 6.087 -0.398 2.686
O 6.926 0.424 3.503
C 6.925 0.007 4.864
H 3.498 1.746 5.049
H 5.006 2.121 4.192
H 3.426 2.432 3.410
H 4.938 1.280 1.900
H 4.199 -0.313 1.661
H 6.626 -0.569 1.749
H 5.912 -1.373 3.156
H 7.474 -0.934 4.964
H 5.909 -0.114 5.249
H 7.432 0.772 5.458
C 4.957 4.914 0.824
O 5.366 4.721 2.174
C 6.776 4.509 2.288
C 7.488 5.770 2.786
O 7.450 6.809 1.803
C 6.482 7.807 2.114
H 3.916 5.245 0.824
H 5.564 5.672 0.322
H 5.025 3.966 0.279
H 7.201 4.169 1.336
H 6.919 3.711 3.024
H 8.543 5.533 2.956
H 7.063 6.112 3.737
H 6.824 8.402 2.965
H 5.506 7.367 2.336
H 6.378 8.464 1.246
*
```

Löwdin population analysis, charges in e, atoms 1 to 8:
1. C -0.156
2. C -0.255
3. C -0.205
4. C -0.192
5. C -0.237
6. C -0.214
7. C -0.178
8. C -0.195

=====

Number 1: E -131849.438 eV, molar mass 856.37 g mol⁻¹. Number 2: E -77625.845 eV, molar mass 708.69 g mol⁻¹.